{"formula": "C19H31N3", "method": "ωB97M-V/def2-TZVPD", "elements": ["C", "H", "C", "H", "H", "C", "H", "C", "C", "H", "H", "H", "H", "H", "C", "N", "C", "N", "C", "H", "H", "C", "C", "H", "H", "C", "C", "H", "H", "H", "C", "H", "H", "H", "H", "H", "N", "C", "C", "C", "C", "C", "C", "H", "H", "H", "H", "H", "H", "H", "H", "H", "H"], "coordinates": [[-2.18072, -1.73648, 2.81646], [-2.63572, -2.72360, 2.86181], [-0.88321, -1.80303, 2.01818], [-0.17817, -2.45011, 2.54285], [-1.08333, -2.26840, 1.04983], [-0.21489, -0.44352, 1.76178], [0.71203, -0.65431, 1.21953], [0.14505, 0.30077, 3.05301], [1.19327, -0.41613, 3.89587], [1.47858, 0.20278, 4.74386], [2.08469, -0.61784, 3.30548], [0.81422, -1.35951, 4.27954], [0.53251, 1.28450, 2.78470], [-0.75651, 0.45791, 3.64784], [-1.09571, 0.43688, 0.85162], [-0.38020, 1.07368, -0.24476], [-1.05126, 1.10529, -1.47429], [-1.19257, 2.24084, -2.03971], [-0.62058, 3.23725, -1.16503], [-1.42516, 3.85086, -0.74254], [0.03655, 3.89190, -1.73855], [0.15760, 2.42985, -0.08980], [1.65643, 2.45252, -0.42092], [1.78109, 1.92440, -1.36944], [1.96026, 3.49017, -0.57746], [2.57358, 1.82913, 0.63575], [3.91466, 1.44937, 0.01016], [4.57977, 1.02832, 0.76116], [4.39521, 2.32621, -0.41930], [3.77879, 0.71258, -0.77863], [2.80154, 2.79114, 1.79970], [3.35518, 3.66523, 1.46188], [3.37309, 2.30775, 2.58902], [1.85945, 3.13224, 2.22236], [2.10182, 0.91912, 1.01295], [-0.02621, 2.80406, 0.92005], [-1.58564, -0.03269, -2.00947], [-1.09312, -1.32914, -1.90655], [-1.90956, -2.38655, -2.30818], [-1.46493, -3.68998, -2.20469], [-0.20199, -3.96134, -1.70415], [0.61968, -2.91307, -1.32521], [0.18620, -1.60501, -1.42919], [0.83321, -0.78936, -1.15087], [1.61295, -3.11456, -0.95132], [0.14132, -4.98108, -1.61900], [-2.10943, -4.49932, -2.51509], [-2.89437, -2.17580, -2.70070], [-2.24060, 0.14620, -2.75667], [-1.87085, -0.18789, 0.40303], [-1.60044, 1.20269, 1.45722], [-1.99995, -1.40457, 3.83551], [-2.89159, -1.05675, 2.35315]], "de_lowest_ev": 0.1194, "smiles": "CCC(CC)CN1C(Nc2ccccc2)=NC[C@@H]1CC(C)C", "e_tot_ha": -906.867312, "e_homo_ev": -8.0, "fmax_ha_per_bohr": 0.01473, "lumo_energy_ev": 0.9}